18
Properties=species:S:1:pos:R:3:forces:R:3:mulliken_charge:R:1 method="wB97M-V/def2-TZVPD" orbital_gap_ev=8.3 multiplicity=1 smiles="C=C/C(=C/C)NC" lumo_ev=0.99
C -2.23292 -0.37104 -0.94978 0.67 0.89 0.54 -0.56
C -1.29060 0.51463 -0.57739 0.24 1.00 1.22 -0.66
C 0.14240 0.30808 -0.22495 -1.50 -1.56 0.13 0.63
C 0.94423 -0.18592 -1.18158 1.42 -0.84 -0.60 -0.24
C 2.17802 -1.01751 -0.91769 0.45 1.35 1.50 -1.24
N 0.48734 0.44040 1.10199 0.72 -0.59 3.00 -0.31
C -0.43204 0.47828 2.26474 -2.74 1.92 -1.80 -0.95
H -3.12246 0.08485 -1.35485 -0.60 -0.22 0.50 0.28
H -2.24705 -1.42489 -0.69854 0.63 -0.19 -1.02 0.28
H -1.64107 1.47668 -0.20616 -0.33 0.59 -1.17 0.36
H 1.01069 0.29655 -2.15418 -1.25 -0.60 -0.28 0.29
H 2.41373 -1.83331 -1.60663 -0.19 0.55 -0.29 0.34
H 2.14021 -1.48015 0.07804 -0.13 -0.02 -0.12 0.29
H 2.97848 -0.25945 -0.83189 0.51 -0.79 -0.33 0.28
H 1.32667 0.02713 1.47862 0.53 0.09 -1.16 0.25
H -1.34011 -0.06289 1.98512 0.14 -0.70 0.57 0.33
H -0.88439 1.49480 2.30650 0.45 -0.14 0.02 0.29
H -0.15622 0.34130 3.31409 0.98 -0.75 -0.71 0.34



28
Properties=species:S:1:pos:R:3:forces:R:3:mulliken_charge:R:1 method="wB97M-V/def2-TZVPD" orbital_gap_ev=9.3 multiplicity=1 smiles="C[C@@H](/C=C/CO)[Si](C)(C)C" lumo_ev=0.76
C -0.95414 1.83200 1.08434 1.20 0.57 2.52 -1.89
C 0.03756 0.77804 0.69283 0.96 -2.05 -0.91 0.20
C -0.12223 -0.73540 1.16134 -0.33 -0.47 0.91 -0.74
C 0.51259 -1.90210 1.59845 -0.62 3.77 -2.74 -0.01
C -0.34487 -3.09635 1.89438 1.32 1.67 4.16 -0.24
O 0.54148 -4.07287 2.49069 0.00 0.34 -0.75 -0.54
Si 0.18913 0.97662 -1.29472 1.36 -0.29 2.23 0.30
C 2.16762 0.99645 -1.31536 -2.61 -2.22 -0.23 -1.07
C -0.83604 2.48990 -1.78638 1.46 0.47 2.09 -1.30
C -0.48601 -0.59232 -2.02110 -1.16 0.11 -0.63 -1.00
H -1.89579 1.66807 0.69986 -2.24 -0.22 -0.85 0.46
H -0.57309 2.80928 0.73988 -0.29 -0.43 0.06 0.42
H -1.04070 1.93628 2.18656 -0.11 -0.15 -0.42 0.38
H 0.92590 1.09886 1.18918 1.18 0.28 -0.22 0.45
H -1.17628 -0.93812 1.23778 -0.85 0.15 0.12 0.25
H 1.56978 -2.09608 1.34536 -0.28 0.22 0.65 0.29
H -0.91398 -3.27866 1.06310 -0.78 -1.97 -2.42 0.37
H -1.14737 -2.81885 2.65215 1.03 -0.24 -0.48 0.26
H 1.39810 -3.59012 2.59673 -1.15 -0.85 -0.05 0.29
H 2.30430 0.60004 -0.26971 0.63 0.78 -1.29 0.30
H 2.38011 0.19124 -2.05354 0.39 0.53 0.48 0.29
H 2.60191 1.90927 -1.62109 0.77 0.88 0.16 0.35
H -1.80936 2.57520 -1.35370 -0.59 -0.34 0.64 0.39
H -0.33137 3.44192 -1.54200 0.02 -0.43 0.11 0.35
H -1.01701 2.55818 -2.78328 -0.28 -0.09 -3.28 0.47
H 0.09260 -1.48532 -1.82158 0.14 -0.10 0.38 0.33
H -1.54107 -0.73549 -1.65364 0.96 0.01 -0.33 0.29
H -0.53177 -0.51966 -3.11653 -0.14 0.04 0.12 0.36